1.
Entry from the Open Molecules 2025 dataset: a structure of composition C3H2FO3 in a non-equilibrium geometry (the ωB97M-V functional and the def2-TZVPD basis).

Calculated values
- net charge = -1
- molar mass (g mol⁻¹) = 105.04
- lowest unoccupied orbital energy (eV) = 4.3
- E_HOMO (Eh) = -0.180

XYZ file:
```
9
Properties=species:S:1:pos:R:3:forces:R:3
C -2.7939 -0.2847 -0.1217 2.9 -0.1 1.3
C -0.3409 0.3569 -1.1666 -1.6 2.8 3.8
C -1.2971 0.3335 0.0207 0.4 1.6 -3.5
O -2.8354 -0.9379 -1.1526 -1.2 -0.2 -0.8
O -3.3891 -0.1961 0.9453 -1.3 0.1 0.0
O -0.9606 1.5919 -1.3688 -0.8 -1.3 1.8
F -0.8549 0.8010 1.1835 -0.1 -0.1 -0.6
H 0.6416 0.4579 -0.8593 2.4 0.2 0.8
H -0.3975 -0.3095 -1.9031 -0.9 -3.0 -2.9
```
Forces are in eV/Å.


2.
Entry from the Open Molecules 2025 dataset: an isolated molecule of C3H2IN in a non-equilibrium geometry (the ωB97M-V functional and the def2-TZVPD basis).

Calculated values
- net charge = 0
- molar mass (g mol⁻¹) = 178.96
- lowest unoccupied orbital energy (spin up / spin down) (eV) = 0.5 / -4.1
- E_HOMO (spin up / spin down) (Eh) = -0.220 / -0.397
- expectation value of S² = 2.009
- spin multiplicity = 3

XYZ file:
```
7
Properties=species:S:1:pos:R:3:forces:R:3
C -1.7546 -0.0098 -0.0319 5.2 -2.2 0.0
C -0.0001 -0.5376 -0.0242 -4.1 1.8 0.1
C 0.8917 0.4096 0.0201 -3.1 0.9 -0.3
N -2.8430 0.3140 -0.0660 -1.8 0.7 0.0
I 2.9558 -0.0346 0.1041 4.1 -1.0 0.2
H 0.0724 -1.6043 -0.0169 0.0 -0.4 -0.1
H 0.6778 1.4626 0.0148 -0.2 0.2 0.0
```
Forces are in eV/Å.


3.
Entry from the Open Molecules 2025 dataset: an isolated molecule of C3H2INO2 in a non-equilibrium geometry (the ωB97M-V functional and the def2-TZVPD basis).

Calculated values
- net charge = 0
- molar mass (g mol⁻¹) = 210.96
- lowest unoccupied orbital energy (eV) = 0.4
- SMILES string = Oc1conc1I
- E_HOMO (Eh) = -0.343

XYZ file:
```
9
Properties=species:S:1:pos:R:3:forces:R:3
O -0.3985 -1.7098 0.0535 0.3 -1.6 -0.6
C -0.1884 -0.4076 -0.1366 2.4 1.7 1.0
C -1.0081 0.6469 -0.1383 -1.1 -1.2 0.1
O -0.3212 1.7930 0.0557 -1.6 0.8 -0.6
N 1.0043 1.5633 0.0704 1.2 -0.3 -0.3
C 1.1873 0.2972 -0.0779 -2.2 -2.1 0.4
I 3.0246 -0.6763 -0.0787 -0.4 0.4 0.0
H -1.1958 -2.0428 0.5133 0.5 1.2 -0.4
H -2.1042 0.5361 -0.2616 0.9 1.1 0.4
```
Forces are in eV/Å.


4.
Entry from the Open Molecules 2025 dataset: an isolated molecule of C3H2INS in a non-equilibrium geometry (the ωB97M-V functional and the def2-TZVPD basis).

Calculated values
- net charge = 0
- molar mass (g mol⁻¹) = 211.03
- lowest unoccupied orbital energy (spin up / spin down) (eV) = -0.2 / -0.2
- SMILES string = Ic1nccs1
- E_HOMO (spin up / spin down) (Eh) = -0.307 / -0.307

XYZ file:
```
8
Properties=species:S:1:pos:R:3:forces:R:3
I 4.9446 -0.1214 -0.0047 -0.3 0.1 0.0
C 2.9274 0.1830 0.0367 -3.5 -4.3 0.0
N 1.8354 -1.1979 0.0319 4.8 3.9 0.1
C 0.6740 -0.6307 0.0099 -0.6 0.5 0.0
C 0.5196 0.7424 -0.0174 0.4 0.8 0.1
S 2.0169 1.5661 0.0136 -0.4 -1.1 -0.1
H -0.1858 -1.2831 0.0247 -0.2 -0.1 0.0
H -0.3948 1.2963 -0.0298 -0.2 0.2 0.0
```
Forces are in eV/Å.


5.
Entry from the Open Molecules 2025 dataset: a structure of composition C3H2Li2MgO3 in a non-equilibrium geometry (the ωB97M-V functional and the def2-TZVPD basis).

Calculated values
- net charge = +2
- molar mass (g mol⁻¹) = 124.23
- lowest unoccupied orbital energy (eV) = -9.3
- E_HOMO (Eh) = -0.551

XYZ file:
```
11
Properties=species:S:1:pos:R:3:forces:R:3
C -0.5012 0.1677 0.5668 0.7 -0.1 0.1
C 0.3119 -0.9159 0.5129 0.2 0.0 -0.2
O -1.7837 0.1551 0.1561 -0.4 0.0 -0.1
H -0.1292 1.1067 1.0073 -0.1 -0.2 0.0
H -0.0675 -1.8493 0.0634 0.2 0.3 0.1
Li -2.6678 1.2619 -0.8985 -0.1 0.0 0.0
Li -2.2780 -1.1994 1.2454 0.1 0.0 0.1
O 1.0118 0.9847 -2.4554 1.0 0.0 1.3
C 1.6489 0.9149 -1.5284 -0.7 0.0 -1.1
O 1.6104 -0.9656 0.9016 0.0 0.8 -0.1
Mg 2.8444 0.3392 0.4287 -0.8 -0.7 -0.1
```
Forces are in eV/Å.


6.
Entry from the Open Molecules 2025 dataset: a structure of composition C3H2LiO3Rh in a non-equilibrium geometry (the ωB97M-V functional and the def2-TZVPD basis).

Calculated values
- net charge = +3
- molar mass (g mol⁻¹) = 195.89
- lowest unoccupied orbital energy (spin up / spin down) (eV) = -14.0 / -17.8
- E_HOMO (spin up / spin down) (Eh) = -0.840 / -0.873
- expectation value of S² = 8.765
- spin multiplicity = 6

XYZ file:
```
10
Properties=species:S:1:pos:R:3:forces:R:3
C -1.2498 0.2268 -0.5026 0.5 -2.8 -1.0
C -0.1962 -0.0043 0.4244 1.3 2.1 2.3
O 0.9087 0.7303 0.3125 -1.2 -0.8 -0.9
C 2.1434 0.1035 -0.0647 -0.7 -3.0 0.6
O 2.1354 -1.0673 -0.3384 0.4 2.4 0.0
O -2.3937 -0.2213 -0.3478 1.4 0.8 -0.3
Rh 3.8121 0.7551 0.8560 1.3 0.3 0.0
H -0.3847 -0.5166 1.3724 0.0 -0.3 -0.1
H -0.5928 -0.1663 -1.3983 -1.3 1.1 -0.6
Li -4.1823 0.1602 -0.3136 -1.7 0.1 0.0
```
Forces are in eV/Å.


7.
Entry from the Open Molecules 2025 dataset: an isolated molecule of C3H2N2 in a non-equilibrium geometry (the ωB97M-V functional and the def2-TZVPD basis).

Calculated values
- net charge = 0
- molar mass (g mol⁻¹) = 66.06
- lowest unoccupied orbital energy (eV) = -0.1
- E_HOMO (Eh) = -0.338

XYZ file:
```
7
Properties=species:S:1:pos:R:3:forces:R:3
C -0.1988 0.8051 0.0997 2.8 -0.8 0.7
C 1.1534 1.0238 0.0007 -3.3 1.5 0.0
C -1.2495 0.0220 0.0712 0.3 1.0 -1.7
N 1.6613 -0.1747 0.0722 -0.7 0.9 0.2
N 2.0290 -1.2021 0.0138 1.6 -2.4 0.0
H -1.3156 -0.3096 -0.9719 -0.6 -0.3 0.2
H -2.0798 -0.1645 0.7143 0.0 0.1 0.6
```
Forces are in eV/Å.


8.
Entry from the Open Molecules 2025 dataset: an isolated molecule of C3H2N2 in a non-equilibrium geometry (the ωB97M-V functional and the def2-TZVPD basis).

Calculated values
- net charge = 0
- molar mass (g mol⁻¹) = 66.06
- lowest unoccupied orbital energy (eV) = 0.2
- SMILES string = N#CCC#N
- E_HOMO (Eh) = -0.439

XYZ file:
```
7
Properties=species:S:1:pos:R:3:forces:R:3
N -2.3023 -0.8156 -0.0041 5.9 1.8 -1.0
C -1.1750 -0.4067 -0.1410 -9.4 -3.6 0.6
C -0.0347 0.3387 -0.0433 3.5 4.3 0.9
C 1.2355 -0.3452 -0.0306 0.0 -0.3 -0.8
N 2.2590 -0.8456 -0.0493 0.7 -0.4 0.1
H 0.0441 1.2854 -0.7105 -0.4 -1.8 0.7
H -0.0264 0.7892 0.9787 -0.4 -0.1 -0.5
```
Forces are in eV/Å.


9.
Entry from the Open Molecules 2025 dataset: an isolated molecule of C3H2N2O2 in a non-equilibrium geometry (the ωB97M-V functional and the def2-TZVPD basis).

Calculated values
- net charge = 0
- molar mass (g mol⁻¹) = 98.06
- lowest unoccupied orbital energy (eV) = -0.4
- SMILES string = N#CC(=O)NC=O
- E_HOMO (Eh) = -0.408

XYZ file:
```
9
Properties=species:S:1:pos:R:3:forces:R:3
N -3.2326 -0.0424 0.0953 3.9 0.7 -0.5
C -2.0799 0.1909 -0.0263 -2.7 -0.8 0.3
C -0.6093 0.6489 -0.0598 -1.5 -0.6 0.7
O -0.4098 1.8035 0.0017 0.6 1.7 -0.2
N 0.3000 -0.3679 -0.0034 -1.4 -2.4 -0.7
C 1.7025 -0.3015 0.0056 0.4 -0.4 0.5
O 2.3630 0.6889 0.0709 -0.3 0.1 -0.2
H -0.1856 -1.3021 -0.1237 1.4 1.4 0.3
H 2.1518 -1.3184 0.0397 -0.3 0.2 -0.2
```
Forces are in eV/Å.


10.
Entry from the Open Molecules 2025 dataset: a cluster of 2 separate species, C3H2N2O2 in total in a non-equilibrium geometry (the ωB97M-V functional and the def2-TZVPD basis).

Calculated values
- net charge = 0
- molar mass (g mol⁻¹) = 98.06
- lowest unoccupied orbital energy (eV) = -0.7
- E_HOMO (Eh) = -0.406

XYZ file:
```
9
Properties=species:S:1:pos:R:3:forces:R:3
C -0.7803 -0.6427 2.4594 0.7 -0.7 0.2
C 1.3558 -1.0351 -0.1038 -1.0 0.7 -0.9
C 0.8374 -0.2225 -0.8191 0.8 -0.3 0.7
N -1.4484 0.2070 2.0462 -0.9 0.6 0.1
N 0.3586 0.7163 -1.7578 0.1 -1.8 0.1
O 0.7241 0.5073 -2.8849 0.5 0.3 -1.0
O -0.4442 1.5221 -1.4032 -0.8 1.3 0.7
H 1.6367 -1.8703 0.4698 0.4 -0.2 0.5
H -2.2395 0.8180 1.9933 0.2 0.1 -0.3
```
Forces are in eV/Å.


11.
Entry from the Open Molecules 2025 dataset: an isolated molecule of C3H2N2O2 in a non-equilibrium geometry (the ωB97M-V functional and the def2-TZVPD basis).

Calculated values
- net charge = 0
- molar mass (g mol⁻¹) = 98.06
- lowest unoccupied orbital energy (eV) = 0.1
- E_HOMO (Eh) = -0.431

XYZ file:
```
9
Properties=species:S:1:pos:R:3:forces:R:3
N 0.6949 0.7891 -1.4653 -0.1 -0.5 0.3
C 0.3105 -0.1382 -0.7189 0.1 0.5 -0.3
O 0.6327 -0.3085 0.6226 -0.2 0.1 -0.1
C -0.2058 0.3202 1.5072 -0.4 0.3 0.0
O -1.0910 1.0613 1.2031 0.5 -0.5 0.1
C -1.1931 -2.0415 -1.5432 0.7 0.8 0.3
N -0.4965 -1.1625 -1.1787 -0.6 -0.8 -0.3
H 1.2688 1.4540 -0.9506 0.0 0.0 0.0
H 0.0795 0.0262 2.5237 0.0 0.1 -0.1
```
Forces are in eV/Å.


12.
Entry from the Open Molecules 2025 dataset: an isolated molecule of C3H2N2O2 (the ωB97M-V functional and the def2-TZVPD basis).

Calculated values
- net charge = 0
- molar mass (g mol⁻¹) = 98.06
- lowest unoccupied orbital energy (eV) = -0.3
- SMILES string = O=Cc1ncno1
- E_HOMO (Eh) = -0.409

XYZ file:
```
9
Properties=species:S:1:pos:R:3:forces:R:3
O 2.5614 -0.0676 -0.4175 -0.5 0.3 0.7
C 1.7378 0.4501 0.2971 0.7 -0.4 -0.5
C 0.2912 0.0973 0.1380 0.0 0.0 -0.2
N -0.2912 -1.0557 0.1277 0.1 0.3 -0.1
C -1.5573 -0.7006 -0.2652 -0.3 0.1 -0.1
N -1.7355 0.5701 -0.4837 -0.2 -0.4 0.1
O -0.5001 1.1159 -0.2003 0.2 0.0 0.1
H 1.9988 1.2264 1.0389 -0.1 -0.1 -0.1
H -2.3617 -1.4089 -0.4090 0.1 0.1 0.1
```
Forces are in eV/Å.


13.
Entry from the Open Molecules 2025 dataset: a cluster of 2 separate species, C3H2N2O2 in total in a non-equilibrium geometry (the ωB97M-V functional and the def2-TZVPD basis).

Calculated values
- net charge = 0
- molar mass (g mol⁻¹) = 98.06
- lowest unoccupied orbital energy (eV) = 0.6
- SMILES string = O=C=CC=O.N#N
- E_HOMO (Eh) = -0.361

XYZ file:
```
9
Properties=species:S:1:pos:R:3:forces:R:3
O 1.3232 1.8524 0.3467 -0.9 0.6 -0.4
C 0.4129 1.2288 0.0085 0.0 0.9 0.2
C -0.7422 0.6269 -0.3160 1.2 2.4 -0.6
C -1.0360 -0.7346 -0.0983 -0.7 -0.7 0.0
O -0.3796 -1.7171 0.1266 0.1 -0.7 0.2
H -1.4864 1.2759 -0.8022 0.3 -0.4 0.5
H -2.0883 -0.8006 -0.1426 -1.9 -0.7 -0.2
N 1.5514 -0.5441 0.3139 5.9 -4.5 1.5
N 2.4452 -1.1876 0.5635 -4.2 3.1 -1.2
```
Forces are in eV/Å.


14.
Entry from the Open Molecules 2025 dataset: an isolated molecule of C3H2N2O2 (the ωB97M-V functional and the def2-TZVPD basis).

Calculated values
- net charge = 0
- molar mass (g mol⁻¹) = 98.06
- lowest unoccupied orbital energy (eV) = 0.2
- SMILES string = [H]/N=c1/nc1OC=O
- E_HOMO (Eh) = -0.367

XYZ file:
```
9
Properties=species:S:1:pos:R:3:forces:R:3
H -0.3400 1.7707 -1.6482 0.0 0.0 0.1
N 0.3391 2.1323 -0.9793 0.1 -0.4 0.4
C 0.5707 1.2807 -0.0926 0.2 0.6 -0.1
N 1.3645 1.0740 1.1151 -0.2 -0.2 -0.2
C 0.5904 0.1486 0.6967 0.1 0.1 0.1
O 0.2315 -1.0922 1.0491 0.1 0.2 0.0
C -0.6905 -1.6278 0.1646 -0.4 0.1 -0.6
O -1.1063 -1.0471 -0.7882 0.1 -0.5 0.5
H -0.9593 -2.6393 0.4827 0.1 0.1 0.1
```
Forces are in eV/Å.


15.
Entry from the Open Molecules 2025 dataset: an isolated molecule of C3H2N2O3 (the ωB97M-V functional and the def2-TZVPD basis).

Calculated values
- net charge = 0
- molar mass (g mol⁻¹) = 114.06
- lowest unoccupied orbital energy (eV) = -0.8
- SMILES string = O=c1cnonc1O
- E_HOMO (Eh) = -0.380

XYZ file:
```
10
Properties=species:S:1:pos:R:3:forces:R:3
O -1.3299 1.6380 -0.0320 0.3 -0.1 -0.1
C -0.4252 0.8316 -0.0274 -0.4 0.2 0.3
C 0.9907 1.1678 0.0222 0.3 0.4 -0.2
N 1.9525 0.3179 0.0038 -0.8 -0.5 0.1
O 1.6096 -1.0236 -0.0277 0.8 0.5 0.0
N 0.3269 -1.4742 -0.0247 -0.1 0.2 0.1
C -0.6235 -0.6193 -0.0114 -0.5 -0.1 -0.1
O -1.8929 -1.0464 0.0148 0.4 -0.5 0.0
H 1.2491 2.2308 0.0438 0.1 -0.4 0.0
H -1.8572 -2.0226 0.0387 -0.2 0.4 0.0
```
Forces are in eV/Å.


16.
Entry from the Open Molecules 2025 dataset: a structure of composition C3H2N2O3 in a non-equilibrium geometry (the ωB97M-V functional and the def2-TZVPD basis).

Calculated values
- net charge = 0
- molar mass (g mol⁻¹) = 114.06
- lowest unoccupied orbital energy (eV) = -2.1
- E_HOMO (Eh) = -0.349

XYZ file:
```
10
Properties=species:S:1:pos:R:3:forces:R:3
C -0.7550 -0.6086 -0.2531 0.5 -0.1 -2.6
C -0.8041 0.5929 0.5199 1.1 4.7 3.6
C -0.2386 1.8186 -0.0284 -0.5 -2.5 1.7
H -2.0454 -2.1079 -0.5713 1.0 0.9 0.5
H -1.1143 0.5298 1.8758 1.0 0.6 -4.9
N 2.9794 0.2124 -0.4092 5.6 -13.2 8.0
N 3.5376 -1.1037 0.3874 -5.6 13.2 -8.0
O -1.8283 -1.3710 0.0549 -0.3 -1.1 -0.4
O 0.2175 2.8240 -0.4068 -1.3 -2.2 0.7
O 0.0512 -0.7864 -1.1693 -1.5 -0.3 1.4
```
Forces are in eV/Å.


17.
Entry from the Open Molecules 2025 dataset: an isolated molecule of C3H2N2O3 in a non-equilibrium geometry (the ωB97M-V functional and the def2-TZVPD basis).

Calculated values
- net charge = 0
- molar mass (g mol⁻¹) = 114.06
- lowest unoccupied orbital energy (eV) = -1.2
- SMILES string = N#CC(=O)NOC=O
- E_HOMO (Eh) = -0.423

XYZ file:
```
10
Properties=species:S:1:pos:R:3:forces:R:3
N 1.5020 -1.8588 0.6746 1.4 -0.6 -0.3
C 0.4718 -1.5219 0.3233 -3.1 1.1 1.8
C -0.9076 -0.8598 0.5046 -4.3 -2.4 0.2
O -1.9235 -1.3339 1.1806 6.2 2.8 -4.0
N -0.9263 0.2862 -0.4492 0.2 -2.4 3.2
O 0.0241 1.1181 0.3968 0.3 0.5 -5.0
C 1.0764 1.6022 -0.6453 -0.9 2.8 -1.1
O 0.9176 1.8628 -1.8583 0.6 -2.1 6.5
H -1.9310 0.5323 -0.5589 0.9 1.2 0.8
H 1.9117 1.9764 0.1324 -1.4 -1.0 -2.1
```
Forces are in eV/Å.


18.
Entry from the Open Molecules 2025 dataset: an isolated molecule of C3H2N2O3 in a non-equilibrium geometry (the ωB97M-V functional and the def2-TZVPD basis).

Calculated values
- net charge = 0
- molar mass (g mol⁻¹) = 114.06
- lowest unoccupied orbital energy (eV) = -0.9
- SMILES string = O=Nc1c[nH]c(=O)o1
- E_HOMO (Eh) = -0.350

XYZ file:
```
10
Properties=species:S:1:pos:R:3:forces:R:3
O -2.6150 -1.2779 -0.0333 -1.3 -0.3 -0.3
N -2.2987 -0.1162 -0.0933 1.5 -0.7 0.7
C -0.8862 -0.0494 0.0831 -1.0 2.1 0.4
C -0.1434 1.0870 0.0934 0.4 -0.4 -1.2
N 1.1550 0.6082 -0.0593 0.3 0.0 0.8
C 1.1629 -0.7618 0.0403 1.5 -1.6 -0.9
O 2.0880 -1.5375 -0.0691 -0.7 1.1 0.4
O -0.1257 -1.1710 0.1633 -0.3 0.4 -0.3
H -0.3885 2.1541 0.0059 -0.1 -0.9 0.1
H 2.0516 1.0645 -0.1309 -0.3 0.4 0.1
```
Forces are in eV/Å.


19.
Entry from the Open Molecules 2025 dataset: an isolated molecule of C3H2N2O3 in a non-equilibrium geometry (the ωB97M-V functional and the def2-TZVPD basis).

Calculated values
- net charge = 0
- molar mass (g mol⁻¹) = 114.06
- lowest unoccupied orbital energy (eV) = -1.1
- SMILES string = O=c1cn[nH]c(=O)o1
- E_HOMO (Eh) = -0.392

XYZ file:
```
10
Properties=species:S:1:pos:R:3:forces:R:3
O 1.2527 1.3125 1.8937 0.6 -3.0 -3.5
C 0.8727 0.6082 0.9599 -0.7 1.7 3.7
C 1.3338 -0.6597 0.1522 -2.0 3.1 -2.6
N 0.5781 -0.8714 -0.9522 2.7 -2.1 1.8
N -0.5851 -0.3923 -1.2191 -2.9 3.9 3.8
C -1.3055 0.4255 -0.1513 -6.1 -1.5 1.7
O -2.5964 0.4192 0.1200 6.4 -0.4 -3.3
O -0.5838 1.0013 0.7584 3.0 -0.9 -1.0
H 2.4091 -1.0101 0.0938 -1.7 0.5 0.5
H -1.3757 -0.8332 -1.6553 0.7 -1.2 -1.1
```
Forces are in eV/Å.


20.
Entry from the Open Molecules 2025 dataset: the ion C3H2N2O4S with charge -2 in a non-equilibrium geometry (the ωB97M-V functional and the def2-TZVPD basis).

Calculated values
- net charge = -2
- molar mass (g mol⁻¹) = 162.13
- lowest unoccupied orbital energy (eV) = 5.9
- E_HOMO (Eh) = 0.029

XYZ file:
```
12
Properties=species:S:1:pos:R:3:forces:R:3
C -0.1696 -0.6018 -0.0285 -0.7 -1.1 -0.1
C -0.7795 -1.9732 0.2514 0.0 1.9 -0.3
C 1.7603 0.2717 1.3902 -1.1 -0.1 -0.1
N 0.3450 0.2864 0.9396 -0.8 0.5 1.6
N -1.6310 -0.8973 0.2104 0.4 -1.3 -0.5
O -0.6884 -3.1713 0.3782 -0.2 0.1 0.0
O -4.1313 -1.3664 -0.4585 0.8 0.6 -0.3
O 1.8747 0.6699 2.5567 0.1 0.2 0.0
O -2.5577 -0.6022 -2.2357 -0.2 -0.1 0.4
S -3.0872 -0.3761 -0.8675 -0.4 -0.6 0.0
H 0.1275 -0.4405 -1.0711 -0.1 0.0 0.2
H -0.4633 0.4184 1.6554 2.1 -0.1 -0.9
```
Forces are in eV/Å.